61
Properties=species:S:1:pos:R:3:forces:R:3 method="wB97M-V/def2-TZVPD" total_charge=+3 multiplicity=2 orbital_gap_ha="0.1781 / 0.1650" homo_ha="-0.5772 / -0.5772"
O 3.100027 -1.341376 -2.690377 2.1790 -1.8945 -1.6446
H 2.470420 -0.806695 -2.201178 -2.7311 2.4709 2.1532
H 2.825041 -1.447384 -3.604012 -0.7043 -0.7758 -0.8108
H 3.942656 -0.888325 -2.769845 0.9188 -0.1847 0.4950
O 3.557589 2.146538 -2.232036 1.2313 1.5823 -0.4521
H 3.097775 2.705715 -2.862511 0.4474 0.7920 -0.6026
H 4.193783 1.564929 -2.654644 0.7150 -0.0760 -0.3177
H 2.886613 1.671516 -1.736320 -2.2574 -2.3667 1.8455
O 0.293837 1.791766 -3.232358 -1.4050 1.8973 -1.4378
H 0.945026 2.472676 -3.416564 -0.2927 0.5633 -0.5943
H 0.638107 1.222346 -2.540368 1.6757 -2.5353 3.0047
H 0.069161 1.261173 -4.000202 -0.5201 -0.1946 -0.9735
O 1.652257 0.422437 -1.600502 0.2670 0.6394 -0.5045
H 1.100094 0.184810 -0.830328 0.6001 0.1442 -0.3629
C -1.011129 -1.778890 -2.227008 -0.0951 -0.7626 -0.6742
C -1.020569 -2.345437 -3.668469 -1.3456 -0.7182 0.5866
C -2.243202 -3.453588 -3.694321 2.9341 0.8829 -0.4479
O -1.641247 -4.556960 -3.066033 -0.8098 -1.4111 0.9235
C -2.404747 -5.785001 -3.224962 -0.3851 -0.3619 -1.8744
N -1.291527 -1.285610 -4.603329 -1.1382 0.5284 0.3107
H -0.922107 -2.570143 -1.482631 -0.1177 -0.2040 -0.1552
H -1.979387 -1.292570 -2.108439 0.2075 0.3559 0.2821
H -0.157496 -1.128326 -2.036799 -0.0556 0.4525 -0.1591
H -0.048983 -2.750657 -3.951161 -0.0804 -1.0502 0.4282
H -2.520437 -3.741379 -4.708438 -0.0689 0.3059 -0.2552
H -3.087477 -2.984601 -3.189013 -0.1837 -0.2797 0.2427
H -3.483930 -5.665633 -3.128883 0.0906 0.3003 0.5926
H -2.091043 -6.743412 -2.811278 0.6270 0.9149 1.7033
H -2.293392 -6.183831 -4.233248 -0.0018 0.8391 -0.9048
H -0.642606 -0.514259 -4.540005 0.0631 -0.2471 -0.5644
H -1.527035 -1.606701 -5.531522 0.3608 0.3693 -0.1350
C -0.671700 4.021761 3.766097 -0.3301 0.7387 0.3055
C -0.255321 2.757281 3.038683 0.8973 1.2803 0.1829
C 1.283482 2.734718 2.843041 0.8405 -2.3830 -0.4638
C 1.825730 1.333017 2.308563 -0.8305 0.7776 1.2537
C 1.339102 0.248057 3.289825 -0.0777 0.9100 -0.7081
C -0.217263 0.235155 3.588042 3.4502 -2.1493 -1.0463
N -0.668200 1.599737 3.876217 -2.8435 -1.0760 -2.1618
O -2.081161 1.583170 4.044780 2.1673 0.4981 -0.4356
C -0.927319 -0.422907 2.318579 -0.4347 0.5965 0.6887
C -0.238804 -0.690535 4.806545 -2.3392 0.7801 1.2932
C -0.973670 2.788757 1.677828 -0.0669 -0.5442 0.0402
H -0.591801 4.875960 3.093742 0.3337 -0.0760 -0.0639
H -0.067377 4.238027 4.647070 -0.0929 -0.1292 0.0398
H -1.733640 4.007380 4.011422 0.0879 -0.1533 0.2277
H 1.683185 3.401554 2.079059 -0.6889 0.8331 0.5264
H 1.756818 2.882456 3.813714 0.1030 0.3969 -0.1147
H 2.915180 1.326441 2.274570 0.0500 0.2069 0.3037
H 1.545910 1.228480 1.260297 -0.4974 -0.3865 -0.0526
H 1.842409 0.400180 4.244628 0.1085 0.1929 0.0145
H 1.672816 -0.737003 2.963658 -0.4649 -0.1468 -0.0037
H -0.915880 -1.512294 2.353240 0.2443 0.0501 0.6308
H -1.976993 -0.129410 2.307225 0.0625 0.0363 -0.2792
H -0.419367 -0.174776 1.386635 -0.0990 0.3492 0.1029
H 0.438176 -1.543642 4.851274 0.1130 0.3758 -0.5689
H -0.097143 -0.060570 5.684718 0.5772 -0.1187 0.1948
H -1.250750 -1.053993 4.985340 -0.0941 -0.3623 -0.2035
H -0.754313 1.840830 1.186479 -0.4330 0.3144 -0.4156
H -0.568746 3.637008 1.125913 0.3160 -0.1568 0.0445
H -2.036871 3.013609 1.762234 -0.0219 -0.5066 0.1260
H -2.262558 1.598428 4.987364 -0.1615 -0.1244 0.8454

=====

60
Properties=species:S:1:pos:R:3:forces:R:3 method="wB97M-V/def2-TZVPD" smiles=CC(C)O.CC(C)O.CC(C)O.CO.CO.CO.CO orbital_gap_ha=0.3655 homo_ha=-0.3483
C -0.008983 4.856883 2.580000 0.5116 -0.5342 -2.0552
C -0.553983 3.413883 2.673000 6.6055 -0.0469 -0.7556
C 0.464017 2.498883 3.361000 0.9607 2.2168 -0.4692
O -1.622983 3.337883 3.364000 -7.0590 0.1357 1.9835
H 1.068017 4.990883 2.482000 0.1768 -0.4763 -0.0146
H -0.305983 5.494883 3.348000 -0.7400 0.7150 1.6605
H -0.422983 5.269883 1.661000 -0.0948 0.3347 -0.0997
H -0.676983 3.074883 1.680000 -0.1875 -0.5360 -1.3432
H 0.748017 3.008883 4.286000 0.2083 -0.2179 0.0293
H 1.279017 2.518883 2.663000 1.0341 -0.2974 0.0547
H 0.205017 1.502883 3.579000 -0.8646 -1.1803 0.0131
H -2.315983 3.465883 2.692000 -0.5453 -0.1550 1.0533
C 1.240017 -5.849117 -1.018000 -2.9903 1.6752 -1.8192
C 0.510017 -4.999117 0.037000 12.2598 -2.2185 3.6385
C 1.305017 -3.693117 0.170000 -0.9238 1.2675 -1.2250
O -0.692983 -4.780117 -0.096000 -9.9584 0.7012 -1.1243
H 0.677017 -6.756117 -1.208000 0.0676 -0.2446 -0.2809
H 2.223017 -6.039117 -0.821000 2.5083 -0.7411 1.1704
H 1.313017 -5.210117 -1.940000 -0.4781 -0.7372 0.3611
H 0.700017 -5.559117 1.044000 -0.0192 0.5960 -1.1558
H 0.958017 -3.058117 0.977000 -0.0604 -0.1482 0.5677
H 1.020017 -3.066117 -0.722000 0.5786 -0.5594 0.4636
H 2.387017 -3.776117 0.224000 -0.0349 -0.2830 -0.0562
H -1.146983 -5.474117 0.400000 -0.7081 0.3868 -0.5565
C 0.176017 0.914883 -3.044000 -1.9314 1.4810 2.3776
C 0.281017 -0.579117 -2.928000 5.1346 2.8895 -8.6440
C 1.787017 -1.000117 -3.092000 -0.4404 1.8888 -0.1402
O -0.070983 -1.029117 -1.836000 -3.6244 -3.6708 9.1433
H 0.141017 1.358883 -2.011000 0.4407 -0.6686 -0.3660
H -0.848983 1.287883 -3.314000 1.1771 -0.2803 -0.8300
H 1.042017 1.386883 -3.437000 0.2470 0.5490 -1.2098
H -0.290983 -1.004117 -3.742000 -0.0877 -0.3419 -0.6429
H 2.398017 -0.356117 -2.411000 -0.3914 -0.6735 -0.3422
H 2.097017 -0.782117 -4.093000 0.4409 0.1155 -0.6946
H 1.939017 -2.037117 -2.902000 0.0405 -0.7895 0.3317
H -0.840983 -1.561117 -1.943000 -1.0036 -0.6987 0.7774
C -1.816983 -2.063117 1.847000 -0.6355 1.9753 0.3160
O -1.929983 -2.448117 0.534000 -1.1678 -0.4593 -1.9551
H -2.386983 -1.091117 1.910000 0.1659 -1.1614 0.4875
H -0.803983 -1.733117 1.912000 1.0098 -0.0108 1.3398
H -2.160983 -2.823117 2.568000 0.2297 0.4006 -0.0438
H -1.402983 -3.229117 0.382000 0.2155 -0.4187 -0.1841
C -2.706983 0.757883 -0.292000 -0.1618 -1.6726 -2.6921
O -2.362983 1.381883 0.852000 1.3094 1.2882 1.7919
H -3.291983 -0.131117 -0.069000 -0.0713 -0.3996 -0.2969
H -1.850983 0.487883 -0.963000 -0.3626 -0.0809 0.8666
H -3.271983 1.367883 -0.966000 -0.8149 0.7953 -0.0846
H -1.457983 1.077883 1.023000 0.0571 0.1810 0.4001
C 0.374017 4.045883 -0.968000 -0.4507 -0.5707 -1.5067
O -0.156983 3.978883 -2.322000 -0.1044 1.9897 -0.3353
H 1.370017 3.629883 -0.900000 0.5425 0.0586 -0.4787
H -0.230983 3.326883 -0.434000 -0.4300 0.5300 0.9207
H 0.419017 5.083883 -0.675000 -0.3087 -0.0053 0.7786
H -0.482983 4.897883 -2.577000 0.7418 -1.9923 0.5688
C 1.640017 0.404883 0.562000 0.6404 0.8867 -0.4965
O 0.259017 0.160883 0.559000 -0.1684 -0.1622 1.0257
H 1.989017 0.543883 1.604000 -0.1898 0.2775 -0.6914
H 1.777017 1.305883 -0.109000 0.6142 -0.6395 0.9944
H 2.231017 -0.426117 0.131000 -0.3566 0.1824 0.1283
H 0.098017 -0.281117 -0.272000 -0.5529 -0.4458 -0.6538

=====

62
Properties=species:S:1:pos:R:3:forces:R:3 method="wB97M-V/def2-TZVPD" total_charge=+1 multiplicity=2 orbital_gap_ha="0.2225 / 0.0884" homo_ha="-0.4261 / -0.4261"
C 3.274163 2.781936 -0.863158 0.5888 0.7006 0.3936
C 4.496773 1.880106 -1.141778 0.0304 0.3066 1.7664
O 5.473143 1.989616 -0.369978 -2.0780 -0.1654 -1.8549
C 4.442723 0.860346 -2.222108 1.3120 -0.6181 0.0770
H 2.603343 2.270966 -0.172508 0.0490 -0.5616 -0.1439
H 2.741213 3.052796 -1.774588 0.2376 -0.3541 -0.1462
H 3.578853 3.680456 -0.326568 0.1783 0.0149 -0.1492
H 5.030013 0.004776 -1.888658 -0.0662 -0.1654 0.0490
H 5.078433 1.294916 -2.993558 -0.0452 0.2139 -0.4559
H 3.482683 0.545266 -2.630948 -0.4351 0.5576 0.2512
C 0.197513 -1.622764 2.823832 -0.4566 0.1610 0.1880
C -0.129067 -3.094104 2.696312 -1.6807 -1.8083 -1.9434
O -1.155607 -3.607374 2.164602 2.7776 2.7834 1.3702
C 0.826373 -4.032294 3.324972 -0.2619 -1.5688 0.1829
H 0.061303 -1.042764 1.911072 -0.5606 -0.0739 0.1355
H 1.184353 -1.361434 3.205872 0.2282 -0.6806 -0.1112
H -0.446607 -1.327614 3.652142 -0.4521 0.6044 -0.2395
H 0.823463 -3.877234 4.403882 0.2167 0.0092 0.1089
H 1.845043 -4.133444 2.950532 0.0197 0.8400 -0.0886
H 0.373673 -4.998194 3.100952 0.0949 -0.2090 0.4639
C -0.328797 0.212606 -0.818058 0.9821 -0.8042 0.5596
O -0.707847 -0.125744 -2.116238 0.3800 0.5170 -0.3029
H -0.844997 1.063306 -0.373138 -0.2081 0.0187 -0.0869
H -0.424557 -0.700124 -0.229958 -0.3427 0.1375 0.6767
H 0.746823 0.384676 -0.778948 0.2246 0.4035 -0.2825
H -1.611997 -0.424804 -1.995138 -0.9499 -0.1872 -0.7953
C -4.712537 -0.171524 -2.472108 0.4001 0.6460 -0.4321
O -3.487927 -0.513094 -1.749378 -1.1116 -0.2153 -0.6149
H -4.896847 -0.843114 -3.310618 0.6541 -0.0878 0.0110
H -5.686747 -0.139614 -1.984278 0.4476 -0.4253 1.1606
H -4.606627 0.850576 -2.835678 0.1943 -0.0495 -0.3304
H -3.631737 -0.402274 -0.806708 -0.5839 -0.0235 0.2078
C 3.319783 -1.490624 0.591652 -1.3733 1.3405 -0.9944
O 3.345983 -2.357214 1.640152 0.6765 -1.6067 1.2958
H 3.755683 -1.852784 -0.339438 0.6720 -0.2625 0.3997
H 2.275283 -1.344674 0.316322 -0.3790 0.4493 -0.2770
H 3.704563 -0.527454 0.926862 0.4107 0.3493 -0.5532
H 3.251743 -1.845104 2.446662 0.0381 -0.2499 0.0931
C 2.158253 -1.616844 -3.620578 -0.0047 -0.5213 0.1438
O 1.607843 -0.334814 -3.773338 1.0770 0.8025 -0.5123
H 3.077593 -1.832004 -4.165198 0.0259 0.8228 -0.5147
H 2.459073 -1.721434 -2.578148 -0.3731 -0.7692 0.3290
H 1.444963 -2.347604 -4.001768 0.0194 -0.3826 0.5989
H 0.793643 -0.328354 -3.264768 -0.6943 0.1094 0.1543
C -3.644017 2.775476 -0.775028 -0.1148 -0.4035 0.6502
O -3.532097 3.671026 0.314192 -0.6380 0.8852 -0.4572
H -2.691857 2.759256 -1.305338 0.0018 -0.6045 -0.2069
H -3.978877 1.840656 -0.325498 0.5203 -0.6337 -0.4728
H -4.429327 2.983916 -1.501628 -0.0192 0.8632 0.2548
H -2.739367 3.410056 0.788612 0.0957 0.0769 0.0959
C -0.142987 2.454606 2.141232 0.1293 -0.8103 0.5059
O -1.504577 2.595416 1.824202 -0.0780 0.5027 0.0617
H 0.191123 2.937526 3.059522 -0.2650 0.6430 -0.0522
H -0.002087 1.397726 2.367652 0.6744 -0.2891 -0.4595
H 0.447863 2.809826 1.296952 -0.0402 -0.1632 0.0574
H -2.017467 2.215866 2.541472 -0.2243 0.0399 0.0343
C -3.158217 -0.316534 1.528872 2.1253 -0.4814 0.5343
O -4.432437 -0.283944 1.012152 -1.1402 -0.1138 0.0468
H -2.976957 0.218506 2.461062 -0.4785 0.6099 0.1353
H -2.881187 -1.334924 1.801322 0.3068 -0.2454 -0.3312
H -2.458827 0.061136 0.783002 0.0875 0.0392 0.1413
H -4.831067 -1.051494 1.428752 -0.8216 0.0872 -0.3257

=====

73
Properties=species:S:1:pos:R:3:forces:R:3 method="wB97M-V/def2-TZVPD" total_charge=-1 orbital_gap_ha=0.2133 homo_ha=-0.1707
O -4.143570 -3.123085 4.670378 0.0291 0.2489 0.0499
S -4.353212 -3.874263 3.426318 0.7834 -0.4405 0.3421
O -3.913427 -5.270400 3.462998 0.0258 -0.0297 -0.0284
P -6.603708 -3.647129 2.472587 -1.1506 0.1122 -0.5811
C -3.010932 -3.140677 2.316152 0.2047 0.2407 -0.0781
F -2.885144 -3.839872 1.176439 0.0493 0.1208 0.0772
F -3.274959 -1.858327 1.978293 0.0752 -0.2422 0.0994
F -1.793813 -3.142387 2.924653 -0.3462 -0.0314 -0.1901
H -6.920587 -3.012796 3.739586 0.0851 -0.0333 0.0156
H -6.175656 -2.350479 1.954011 0.0297 -0.0644 0.0485
H -6.010934 -4.291557 1.301231 0.0236 0.0328 0.0960
H -6.763664 -4.963537 3.079475 0.0926 0.0609 0.0269
H -7.943030 -3.584524 1.955738 0.1612 0.0204 0.0260
C 0.034021 -3.851634 -0.930906 0.0408 -0.0416 0.0316
S -0.841030 -2.362669 -1.415240 -0.1166 0.0917 0.0612
O -1.605190 -2.698487 -2.645203 -0.0087 -0.0393 -0.1340
C 0.600496 -1.445088 -1.965174 0.1184 -0.0282 0.0554
H -0.715775 -4.563616 -0.592756 -0.0077 0.0054 0.0141
H 0.573915 -4.245648 -1.792185 -0.0141 0.0100 -0.0120
H 0.715357 -3.618797 -0.112633 -0.0139 -0.0123 0.0171
H 1.099672 -1.995654 -2.762973 -0.0230 -0.0132 -0.0047
H 1.282087 -1.281034 -1.131196 0.0044 0.0318 -0.0064
H 0.248028 -0.485615 -2.336356 -0.0308 0.0019 0.0054
C 2.512905 3.148441 -3.940771 0.0276 0.2017 0.0839
S 1.905263 1.501116 -3.625579 -0.0446 -0.0415 0.0519
O 2.981102 0.788642 -2.877720 0.0783 -0.0244 -0.0030
C 1.992689 0.940218 -5.325308 -0.0282 -0.0344 -0.0596
H 2.581694 3.661765 -2.982555 -0.0008 -0.0248 0.0193
H 3.501723 3.080125 -4.396257 0.0022 -0.0073 -0.0012
H 1.827541 3.676129 -4.603386 0.0289 -0.0385 -0.0123
H 3.019064 1.037981 -5.678535 0.0081 -0.0044 0.0145
H 1.315926 1.540933 -5.932683 0.0068 0.0031 -0.0081
H 1.685406 -0.103442 -5.340476 -0.0079 -0.0027 0.0018
C -1.640399 -4.394225 6.134441 0.0398 0.0422 0.0382
S -1.795710 -6.161551 5.904409 -0.0488 -0.1464 -0.0268
O -2.166432 -6.736631 7.229926 0.0341 -0.0198 0.1442
C -0.033193 -6.491299 5.718123 0.0668 0.0705 -0.0597
H -2.644530 -4.009070 6.295765 0.0164 0.0249 -0.0616
H -0.996316 -4.200924 6.993840 0.0007 -0.0523 0.0085
H -1.238311 -3.950963 5.223649 -0.0614 0.0111 0.0120
H 0.494677 -6.174148 6.618267 -0.0353 0.0089 0.0134
H 0.339938 -5.961687 4.841043 0.0110 -0.0202 -0.0079
H 0.079614 -7.564309 5.577646 0.0033 -0.0100 0.0070
C 3.579533 5.882391 -8.206431 0.0722 0.0667 -0.0280
S 2.898579 5.721765 -6.554180 -0.0209 -0.0250 -0.0409
O 1.843864 4.676153 -6.648730 -0.0620 -0.0473 -0.0278
C 2.042898 7.297783 -6.535056 0.0201 0.0783 0.0039
H 4.118490 4.963445 -8.425627 -0.0044 -0.0109 0.0059
H 2.762175 6.014727 -8.914240 -0.0169 -0.0115 0.0079
H 4.264914 6.729460 -8.236951 0.0085 -0.0122 -0.0106
H 1.338382 7.328311 -7.365350 -0.0083 -0.0182 -0.0012
H 2.769864 8.106666 -6.607334 -0.0089 0.0058 0.0140
H 1.509772 7.365154 -5.589386 -0.0028 -0.0085 0.0056
C 7.710367 3.978312 -2.125724 0.0428 -0.0412 -0.0298
S 5.976206 4.227348 -1.725387 -0.0863 -0.0383 -0.1254
O 5.938236 4.835500 -0.371577 0.0129 0.0415 0.0936
C 5.561693 2.491875 -1.545570 0.0365 -0.0130 0.0370
H 8.162939 4.960973 -2.238893 -0.0032 0.0098 0.0072
H 8.189558 3.437687 -1.309836 -0.0106 0.0058 0.0124
H 7.790053 3.422420 -3.059906 0.0098 0.0028 -0.0021
H 6.194912 2.055322 -0.773219 -0.0014 0.0137 0.0120
H 5.695071 1.980519 -2.498379 -0.0387 -0.0084 -0.0002
H 4.515727 2.423092 -1.256354 -0.0031 -0.0139 -0.0215
C -4.505183 2.279679 6.204091 0.0569 0.0270 0.0341
S -4.672842 1.484692 4.595836 0.1491 0.0464 -0.0102
O -6.129607 1.301222 4.383876 -0.1403 -0.0094 0.0080
C -3.966379 -0.083877 5.095155 -0.0602 0.0376 -0.0083
H -4.927174 3.279190 6.122320 -0.0112 0.0023 -0.0118
H -5.058228 1.699546 6.942690 -0.0099 -0.0134 -0.0151
H -3.450019 2.342635 6.470908 -0.0054 0.0103 0.0124
H -4.544884 -0.502516 5.917926 -0.0114 -0.0148 -0.0143
H -2.931956 0.095559 5.391592 0.0140 -0.0561 -0.0121
H -3.998556 -0.774862 4.256663 -0.0254 0.0568 0.0193

=====

Result set for max |F|: 4.27, 12.98, 4.16, 1.29 eV/A, one per record in the order listed.